[1]
Entry from the OMol25 dataset: a single C27H25N5O5 molecule in a non-equilibrium geometry (wB97M-V/def2-TZVPD).

The geometry in XYZ format:
```
62
Properties=species:S:1:pos:R:3:forces:R:3
C -1.2005 2.0933 -5.3052 0.066 0.101 -0.183
O -1.5627 1.4727 -4.0965 -0.076 -0.118 0.278
C -0.8300 1.7377 -2.9830 0.135 -0.058 0.190
C 0.2533 2.6057 -2.9299 -0.135 -0.005 -0.305
C 0.9134 2.7968 -1.7272 0.019 -0.036 0.163
C 0.5251 2.1182 -0.5910 -0.063 0.070 0.039
C -0.5423 1.2231 -0.6411 -0.171 0.280 -0.057
C -0.8682 0.4484 0.6099 -0.106 0.169 0.120
C -2.3609 0.1859 0.8831 0.523 0.148 0.255
O -3.1782 -0.0676 0.0237 -0.301 -0.060 -0.424
N -2.6410 0.1824 2.1989 -0.064 -0.038 0.490
C -3.9744 -0.0862 2.7058 -0.031 0.067 0.098
C -4.5244 1.0955 3.4333 -0.269 0.359 -0.768
C -5.0141 2.2866 2.9829 0.206 -0.649 0.114
C -5.3532 3.0360 4.1355 0.103 -0.196 0.513
C -5.0416 2.2464 5.1977 -0.329 0.821 -0.103
O -4.5363 1.0729 4.7844 0.195 -0.472 0.108
N -0.2196 -0.8742 0.6319 0.003 0.307 -0.205
C -0.3037 -1.6654 -0.5737 0.019 -0.372 -0.596
C 0.7577 -1.3045 -1.5705 0.599 0.393 0.628
C 1.9102 -0.5844 -1.4688 -0.580 -0.376 0.110
C 2.4926 -0.5909 -2.7600 -0.260 -0.281 -0.412
C 1.6514 -1.3139 -3.5432 0.785 0.423 -0.167
O 0.5972 -1.7465 -2.8318 -0.556 -0.357 0.050
C 0.2627 -1.2925 1.8145 0.173 -0.312 0.084
O 0.1745 -0.6211 2.8317 0.079 -0.019 0.341
C 0.9264 -2.6740 1.8806 -0.248 -0.002 0.392
N 1.9946 -2.8604 0.9479 0.684 0.317 -0.072
N 1.9362 -3.7749 -0.0328 -0.879 -0.549 0.043
N 2.9967 -3.7602 -0.7231 0.295 -0.393 -0.632
C 3.8351 -2.8079 -0.2258 -0.265 0.723 1.097
C 5.1018 -2.3769 -0.6182 -0.151 -0.074 0.017
C 5.6701 -1.3612 0.1124 0.182 0.001 -0.158
C 5.0179 -0.7755 1.2086 -0.099 0.067 0.104
C 3.7685 -1.1823 1.6167 -0.078 0.091 0.159
C 3.1859 -2.2071 0.8810 0.474 -0.455 -0.660
C -1.2253 1.0548 -1.8311 -0.088 0.117 -0.205
H -0.1829 1.8230 -5.6060 -0.029 0.021 0.020
H -1.9053 1.7242 -6.0485 0.074 0.056 0.015
H -1.2835 3.1832 -5.2397 0.021 -0.039 0.002
H 0.5872 3.1395 -3.8053 -0.003 0.036 -0.105
H 1.7464 3.4827 -1.6855 0.073 0.063 0.002
H 1.0566 2.2716 0.3366 0.065 -0.002 0.127
H -0.4523 0.9924 1.4652 -0.124 -0.123 -0.243
H -1.8970 0.3084 2.8712 0.074 0.000 -0.194
H -4.5926 -0.3195 1.8345 0.058 -0.028 0.217
H -3.9469 -0.9440 3.3845 -0.085 0.023 -0.122
H -5.1210 2.5843 1.9602 -0.001 0.004 -0.263
H -5.7714 4.0209 4.1642 -0.091 0.203 0.092
H -5.1313 2.3969 6.2551 0.028 -0.079 0.155
H -1.2857 -1.4945 -1.0274 0.044 -0.104 0.095
H -0.2354 -2.7321 -0.3415 -0.105 0.150 -0.008
H 2.2983 -0.0977 -0.5982 -0.001 0.084 0.197
H 3.4113 -0.1238 -3.0484 0.195 0.083 -0.161
H 1.6881 -1.5883 -4.5782 -0.090 -0.092 -0.140
H 1.3041 -2.7807 2.9041 -0.135 0.041 -0.199
H 0.1836 -3.4559 1.6982 0.126 0.053 0.014
H 5.5978 -2.8279 -1.4618 0.086 -0.041 -0.110
H 6.6491 -0.9945 -0.1583 0.077 0.012 -0.033
H 5.5154 0.0199 1.7434 0.027 0.060 0.055
H 3.2598 -0.7294 2.4538 -0.019 0.092 0.114
H -2.0869 0.4125 -1.9002 -0.055 -0.104 0.026
```
Forces are in eV/Å.

Its spin multiplicity is 1. As for the SMILES: COc1cccc([C@@H](C(=O)NCc2ccco2)N(Cc2ccco2)C(=O)Cn2nnc3ccccc32)c1. The value obtained for the energy relative to the best compared isomer or geometry (same formula, charge and spin) is 359.4 kJ/mol. The value obtained for the LUMO energy is 0.498 eV.

Löwdin population analysis, charges in e, atoms 1 to 8: atom 1 (C): -0.0882, atom 2 (O): -0.0739, atom 3 (C): -0.2521, atom 4 (C): -0.0173, atom 5 (C): -0.0712, atom 6 (C): -0.0554, atom 7 (C): -0.1670, atom 8 (C): -0.1219

[2]
Entry from the OMol25 dataset: 2 unconnected molecules or ions with the total composition C8H16O2S2 in a non-equilibrium geometry (wB97M-V/def2-TZVPD).

The geometry in XYZ format:
```
28
Properties=species:S:1:pos:R:3:forces:R:3
C -0.7183 0.4860 0.8481 3.178 -0.548 1.534
C -1.6856 -1.4696 0.0521 -2.929 -2.842 1.158
C -0.6997 0.0423 -1.6474 -3.597 -0.147 1.473
C -2.8493 0.7243 -0.2775 1.859 2.544 0.024
C 3.2797 -2.0914 -0.1252 -2.537 -3.080 -0.423
C 1.7417 2.5569 0.6125 -1.714 0.594 -1.797
C 1.5097 -0.0780 0.8288 -3.046 1.691 -1.549
C -1.5088 -0.0344 -0.2854 0.627 0.498 -0.897
O -0.9298 0.9503 1.9005 -0.491 0.121 -0.681
O 3.5383 0.9486 -0.4000 2.425 -0.238 -0.656
S 1.5076 -1.7200 0.4986 1.477 -2.807 -1.345
S 2.0886 1.0404 -0.4228 -0.826 1.026 1.684
H -2.6996 -1.6322 0.6652 2.030 0.284 -1.416
H -1.6704 -2.2102 -0.8202 -0.070 1.307 1.058
H -0.9353 -1.7816 0.7452 0.509 -0.571 0.264
H -1.4220 -0.2475 -2.4171 0.081 0.866 -0.205
H -0.1821 0.9366 -1.6822 0.331 2.138 -0.933
H 0.0267 -0.6690 -1.7160 1.968 -2.213 0.388
H -2.6719 1.4687 -1.0714 -1.004 -0.129 0.125
H -3.1337 1.3043 0.6496 0.684 -0.936 -0.773
H -3.5808 0.0210 -0.4711 -1.769 -1.025 -0.814
H 3.2483 -2.6641 -1.0967 -0.187 1.095 0.798
H 3.7441 -2.7715 0.5579 0.174 -0.299 0.711
H 3.7852 -1.2122 -0.1440 1.495 2.481 -0.445
H 0.9053 2.1906 1.2441 1.007 0.895 0.265
H 1.2128 3.2368 -0.1786 1.262 -0.615 1.621
H 2.6544 3.0292 1.1036 -1.310 -0.946 -0.741
H 1.7945 0.1709 1.8008 0.375 0.855 1.571
```
Forces are in eV/Å.

Its spin multiplicity is 1. The value obtained for the energy relative to the best compared isomer or geometry (same formula, charge and spin) is 507.5 kJ/mol. The value obtained for the LUMO energy (spin up / spin down) is 0.240 / 0.240 eV.

Löwdin population analysis, charges in e, atoms 1 to 8: atom 1 (C): -0.1796, atom 2 (C): -0.0852, atom 3 (C): -0.0337, atom 4 (C): -0.0122, atom 5 (C): -0.2870, atom 6 (C): -0.2237, atom 7 (C): -0.7492, atom 8 (C): -0.5477

[3]
Entry from the OMol25 dataset: a molecular structure, C12H41B3I3N18O13P in a non-equilibrium geometry (wB97M-V/def2-TZVPD).

The geometry in XYZ format:
```
91
Properties=species:S:1:pos:R:3:forces:R:3
C 0.2575 -2.9042 4.4470 0.078 0.526 0.218
C 0.3869 -3.1476 3.0200 0.654 1.174 -0.043
I 1.6674 -1.7635 2.1190 0.414 0.074 -0.354
C -0.1911 -4.0817 2.3285 -1.033 -1.150 -1.141
I -1.5000 -5.3603 3.3638 -0.247 -0.373 0.118
B -0.0955 -4.4736 0.8364 -1.322 0.619 0.084
O -0.2838 -5.7812 0.5092 0.224 -0.659 0.951
B 0.6969 -6.2795 -0.2817 -0.490 -1.208 -0.510
O 1.1606 -5.4764 -1.2845 1.204 -0.593 0.071
B 1.1043 -4.1496 -1.0386 -0.118 1.022 -2.137
P 2.4023 -2.9027 -1.7839 0.162 1.057 0.820
O 3.7488 -3.8420 -2.0329 -0.296 -0.404 -0.476
I 1.5558 -2.4626 -3.9973 -0.039 -0.409 -0.022
O 0.1410 -3.6176 -0.2326 0.519 0.287 1.202
H -0.7087 -3.1824 4.7921 -0.658 -0.385 0.462
H 1.0308 -3.4478 4.9465 0.451 -0.455 0.638
H 0.3945 -1.8681 4.6444 0.161 0.891 0.414
H 1.1185 -7.3669 -0.0798 0.028 -0.116 -0.240
H 4.2383 -3.8597 -1.2062 0.357 -0.046 0.167
C 6.4654 -0.8387 -0.8517 -0.036 0.298 -0.068
O 6.8858 -1.8109 -0.2490 0.040 -0.065 0.038
N 5.2850 -0.8488 -1.5289 0.091 0.089 0.202
N 7.1643 0.3489 -0.9122 -0.094 -0.235 -0.118
H 4.9225 -0.0630 -2.0368 -0.043 -0.026 -0.009
H 4.7607 -1.7030 -1.5136 -0.090 0.086 -0.101
H 8.0435 0.3876 -0.4340 0.044 -0.011 0.036
H 6.8349 1.1628 -1.3976 -0.057 0.010 0.044
C 0.9417 -5.1533 -6.9412 0.042 -0.276 0.026
O 0.7276 -3.9557 -6.9433 -0.023 0.130 -0.072
N 1.3997 -5.8176 -5.8340 -0.063 0.061 -0.171
N 0.7393 -5.9327 -8.0546 0.058 0.078 0.185
H 1.5805 -6.8020 -5.8144 -0.006 -0.030 -0.030
H 1.5578 -5.2731 -5.0060 0.008 0.045 0.036
H 0.4038 -5.4739 -8.8784 -0.027 0.048 -0.040
H 0.9070 -6.9193 -8.0778 0.007 -0.028 0.027
C 6.4348 -0.0852 -5.3366 -0.030 -0.147 0.012
O 6.2853 1.1245 -5.2901 -0.022 0.052 -0.001
N 6.8611 -0.7996 -4.2520 0.045 -0.002 -0.365
N 6.1782 -0.8138 -6.4693 0.105 0.084 0.173
H 6.9882 -1.7931 -4.2439 -0.055 -0.032 -0.009
H 7.0498 -0.2807 -3.4187 0.110 -0.005 0.125
H 5.8561 -0.3118 -7.2732 -0.041 0.046 -0.033
H 6.2865 -1.8075 -6.5242 -0.014 -0.034 0.036
C 1.1532 1.7037 5.1643 0.159 0.291 -0.090
O 0.4040 0.8943 5.6785 0.016 -0.174 -0.021
N 2.5223 1.5664 5.2185 -0.250 0.036 -0.041
N 0.6928 2.8143 4.5055 0.031 -0.320 0.091
H 3.1651 2.2105 4.8019 -0.012 0.050 -0.033
H 2.8797 0.7680 5.7055 0.006 -0.058 0.021
H -0.3043 2.9458 4.4538 -0.135 0.123 -0.064
H 1.2937 3.4935 4.0821 0.071 0.001 0.016
C -2.5338 4.9927 3.1591 -0.273 -0.140 -0.171
O -2.1623 3.9549 3.6933 0.160 0.138 -0.104
N -3.4737 5.0335 2.1746 0.217 -0.055 -0.047
N -2.0368 6.2194 3.5203 -0.056 0.259 0.123
H -3.8005 5.8955 1.7606 -0.051 0.035 0.176
H -3.8807 4.1625 1.8884 -0.011 -0.043 0.073
H -1.3491 6.2549 4.2487 0.035 -0.062 -0.003
H -2.3307 7.0726 3.0749 0.112 -0.069 -0.197
C -2.9210 -0.9694 -1.2418 0.308 0.107 -0.138
O -3.7731 -1.5330 -0.5683 -0.260 0.021 0.184
N -1.6277 -1.3882 -1.2926 -0.211 0.046 -0.075
N -3.2060 0.1379 -1.9996 0.022 -0.095 0.097
H -0.9160 -0.9252 -1.8363 0.091 0.097 0.101
H -1.3765 -2.1939 -0.7516 0.002 -0.006 -0.020
H -4.1478 0.4755 -1.9866 -0.061 0.009 0.009
H -2.5205 0.6131 -2.5555 0.075 -0.036 0.002
C -6.9090 0.1363 2.1969 0.133 -0.174 -0.208
O -7.3596 0.7649 3.1377 -0.058 0.076 0.046
N -5.6413 -0.3726 2.1772 -0.163 0.016 -0.098
N -7.6463 -0.1148 1.0630 0.109 0.055 0.094
H -5.2649 -0.8866 1.3997 0.121 0.000 -0.093
H -5.0695 -0.2146 2.9831 0.030 0.026 0.079
H -8.5817 0.2390 1.0374 -0.061 0.018 0.026
H -7.2927 -0.6320 0.2810 0.052 -0.038 0.011
C 0.3524 1.4259 -0.9382 0.010 0.235 0.417
O 0.6512 0.5989 -1.7883 -0.148 -0.193 -0.139
N 0.0505 1.0956 0.3510 0.069 0.177 -0.253
N 0.3127 2.7636 -1.2227 -0.013 -0.110 -0.040
H -0.1781 1.7736 1.0583 -0.010 -0.106 -0.075
H 0.0765 0.1232 0.5955 -0.058 -0.066 0.038
H 0.5337 3.0411 -2.1591 0.035 0.020 -0.052
H 0.0789 3.4589 -0.5432 -0.048 0.079 0.064
C -5.4511 7.8126 3.0030 -0.067 -0.147 0.206
O -4.7214 7.8232 2.0151 0.027 0.005 -0.128
N -6.7720 8.1451 2.9427 0.231 -0.003 -0.027
N -4.9606 7.4465 4.2193 -0.219 0.247 -0.135
H -7.3803 8.1359 3.7381 0.014 -0.022 0.046
H -7.1395 8.4094 2.0492 -0.011 0.000 -0.055
H -3.9868 7.2177 4.2283 0.123 -0.232 0.275
H -5.4932 7.3914 5.0658 -0.083 -0.003 -0.033
```
Forces are in eV/Å.

Its spin multiplicity is 1. The value obtained for the LUMO energy is -0.162 eV.

Löwdin population analysis, charges in e, atoms 1 to 8: atom 1 (C): -0.2107, atom 2 (C): -0.8082, atom 3 (I): 1.0764, atom 4 (C): -0.5754, atom 5 (I): 1.0518, atom 6 (B): -0.7520, atom 7 (O): 0.2241, atom 8 (B): -0.3378

[4]
Entry from the OMol25 dataset: a molecular structure, C4F12N2O8RbS4 in a non-equilibrium geometry (wB97M-V/def2-TZVPD).

The geometry in XYZ format:
```
31
Properties=species:S:1:pos:R:3:forces:R:3
Rb -0.8534 0.2468 0.0630 -0.279 0.719 0.821
C 0.5170 -1.6145 -2.5558 0.278 -0.388 1.017
F -0.1210 -0.4626 -2.2996 -0.060 0.435 -0.547
F 0.8610 -1.6216 -3.8244 -0.475 -0.426 -0.251
F 1.6392 -1.6360 -1.8389 -0.006 0.140 0.211
S -0.5806 -3.0430 -1.9879 1.185 -0.029 -0.748
O -1.6390 -3.0727 -2.9659 0.006 0.487 1.013
O 0.3253 -4.1641 -1.9864 -0.402 1.029 0.398
N -1.0163 -2.4084 -0.3711 0.929 -0.653 -3.725
S -1.9185 -3.5735 0.1103 -2.346 -4.503 2.071
O -3.2938 -3.7027 -0.3362 0.558 1.410 -0.041
O -1.2615 -4.8767 0.0897 -0.008 1.266 0.490
C -2.1567 -3.1321 1.9305 1.146 0.363 -1.430
F -3.0058 -3.9619 2.5011 0.163 0.192 0.133
F -0.9698 -3.1456 2.5629 -0.579 -0.083 0.177
F -2.6315 -1.8680 1.9815 -0.168 -0.007 0.416
C -0.6300 3.9655 -1.2479 1.245 -0.496 1.155
F -1.0781 5.1571 -1.5709 -0.020 0.352 -0.019
F -1.5909 3.3134 -0.5767 -0.883 -0.586 -0.652
F -0.2709 3.3315 -2.3577 -0.406 -0.386 -0.052
S 0.7615 4.0482 0.0000 -0.173 0.565 -1.461
O 1.8591 4.6192 -0.7427 -0.376 -0.540 0.403
O 0.1525 4.8438 1.0202 -0.170 -0.176 0.214
N 0.9650 2.4162 0.3804 -0.239 2.164 0.201
S 2.1574 2.5095 1.4502 1.473 0.634 0.613
O 3.4259 2.6677 0.7885 -0.060 -0.943 0.407
O 1.9261 3.4425 2.5349 -0.109 -1.291 -0.221
C 2.1188 0.7585 2.1856 -0.318 0.634 -0.352
F 3.1749 0.5497 2.9487 -0.047 0.209 0.214
F 0.9929 0.5638 2.9087 0.379 0.046 -0.257
F 2.1412 -0.1498 1.2061 -0.238 -0.138 -0.199
```
Forces are in eV/Å.

Its spin multiplicity is 1. As for the net charge: -1. The value obtained for the energy relative to the best compared isomer or geometry (same formula, charge and spin) is 92.3 kJ/mol. The value obtained for the LUMO energy is 1.867 eV.

Löwdin population analysis, charges in e, atoms 1 to 8: atom 1 (Rb): 1.0592, atom 2 (C): -0.6875, atom 3 (F): -0.0269, atom 4 (F): 0.1805, atom 5 (F): 0.1382, atom 6 (S): 0.6882, atom 7 (O): -0.2758, atom 8 (O): -0.2740